No. 1
# C30H60O10

A cluster of 10 separate species, C30H60O10 in total in a non-equilibrium geometry (ωB97M-V with the def2-TZVPD basis set, the Open Molecules 2025 dataset).

Geometry as XYZ:
```
100
Properties=species:S:1:pos:R:3:forces:R:3:mulliken_spin:R:1
C 2.97862 0.21269 -3.47715 0.20 -1.00 -0.22 0.018
C 3.71800 -1.11857 -3.79132 -1.53 -1.96 -0.38 -0.031
O 3.10337 -2.18942 -4.02411 1.81 3.14 0.72 -0.007
C 5.24033 -0.98421 -3.89369 -0.73 0.95 -0.34 0.022
H 3.05435 0.49969 -2.42834 -0.01 -0.33 0.19 -0.008
H 1.92890 0.10710 -3.75107 0.06 0.01 0.11 0.005
H 3.42432 1.06365 -3.99225 0.02 -0.17 -0.28 0.012
H 5.32668 0.07698 -4.12721 0.59 0.04 -0.15 -0.005
H 5.66447 -1.54675 -4.72541 -0.10 -0.30 0.31 -0.002
H 5.79355 -1.10288 -2.96205 -0.25 -0.43 0.05 -0.001
C -0.23112 0.08714 1.28621 -0.14 -0.25 -1.17 1.059
C -0.61778 0.19785 -0.21822 -0.75 1.76 0.69 -2.126
O -1.57238 0.91389 -0.57624 1.74 -1.21 0.81 0.343
C 0.12163 -0.62328 -1.23292 -0.37 0.38 -0.52 0.583
H -0.55740 0.93479 1.88881 -0.06 0.07 -0.34 0.193
H 0.82791 -0.12756 1.42925 0.11 0.23 -0.18 0.022
H -0.74046 -0.79672 1.67023 -0.31 -0.27 0.08 -0.108
H -0.24756 -0.29123 -2.20325 -0.16 -0.31 -0.07 -0.034
H -0.18402 -1.65727 -1.07309 0.11 -0.33 -0.07 -0.048
H 1.20872 -0.56568 -1.28784 -0.06 0.08 0.75 0.155
C 1.19829 3.80177 1.92107 0.40 -0.01 -0.81 0.012
C 2.36757 4.47544 2.58396 0.19 0.85 0.30 -0.061
O 3.51316 4.11187 2.41870 -0.60 0.16 0.27 0.003
C 2.05042 5.75934 3.40717 0.16 -0.44 -0.64 0.024
H 0.59916 4.59743 1.47828 -0.41 -0.10 0.21 0.005
H 0.59697 3.15072 2.55561 -0.01 0.25 0.20 0.042
H 1.58366 3.21818 1.08500 0.02 -0.26 0.09 0.026
H 2.81722 6.50619 3.20143 0.29 -0.24 0.37 0.001
H 2.00090 5.48560 4.46108 0.18 0.15 0.05 -0.002
H 1.11529 6.24753 3.13278 -0.21 -0.40 -0.03 -0.009
C 3.12859 0.70956 3.78628 -0.37 0.38 1.51 -0.075
C 2.15685 0.88832 5.00568 0.28 -0.55 -1.04 0.053
O 2.51634 1.44082 6.02272 -0.12 -0.12 -0.45 -0.019
C 0.76178 0.28663 4.84766 0.52 0.68 0.91 -0.089
H 4.12927 0.64095 4.21292 0.07 -0.04 -0.12 0.005
H 3.09688 1.64232 3.22320 -0.05 -0.09 -0.30 0.009
H 2.92360 -0.15600 3.15629 -0.23 0.24 0.00 0.031
H 0.19889 0.53530 5.74734 -0.07 -0.13 -0.09 -0.041
H 0.87560 -0.79644 4.80175 -0.19 -0.04 -0.29 0.005
H 0.22624 0.67716 3.98233 0.20 -0.24 -0.14 0.074
C -6.59622 3.16968 -1.85359 0.06 -0.40 0.24 0.086
C -5.30685 3.54180 -1.11311 -0.08 0.42 -2.06 0.066
O -5.17254 4.68157 -0.77060 0.17 1.20 0.94 -0.087
C -4.16000 2.57462 -1.02102 -1.05 -0.56 0.30 -0.288
H -6.37116 2.56040 -2.72894 -0.07 -0.37 0.23 -0.009
H -7.17930 4.01636 -2.21588 0.43 0.36 0.32 -0.014
H -7.24490 2.65085 -1.14781 -0.05 -0.46 -0.16 -0.030
H -4.24764 2.18877 -0.00537 0.52 -0.17 0.21 0.096
H -3.19097 3.04982 -1.17356 -0.26 -0.07 0.11 0.163
H -4.33027 1.71218 -1.66547 0.31 0.07 -0.09 0.095
C 0.71726 -4.52099 -3.11125 0.07 0.16 -0.40 -0.115
C 1.13148 -5.96864 -3.25678 -0.09 0.28 0.01 0.050
O 2.28449 -6.26064 -2.99632 -0.84 -0.63 -0.26 -0.053
C 0.08556 -6.99605 -3.79404 0.71 -0.30 0.55 0.044
H 0.10426 -4.29006 -2.24004 -0.11 -0.39 0.15 0.016
H 0.12780 -4.17268 -3.95938 -0.07 -0.09 -0.05 -0.022
H 1.61978 -3.91309 -3.04790 -0.10 -0.11 -0.09 0.072
H 0.03307 -6.99724 -4.88277 0.04 0.41 -0.05 0.001
H -0.92374 -6.89255 -3.39567 0.05 0.56 0.00 -0.010
H 0.38139 -8.01102 -3.52867 0.34 0.05 0.10 -0.006
C -3.00816 -3.92961 -1.72263 -0.40 -0.15 -0.72 0.947
C -2.72941 -2.59922 -2.34974 2.02 1.25 -1.28 -0.912
O -1.79737 -2.46757 -3.17563 -1.98 -0.40 1.44 -0.019
C -3.42478 -1.36852 -1.79615 -0.02 -0.41 -0.01 0.915
H -2.65256 -4.69113 -2.41670 -0.15 -0.12 0.06 0.123
H -4.07680 -4.03153 -1.53367 0.04 -0.17 0.10 -0.255
H -2.47412 -4.07590 -0.78374 0.13 0.31 0.31 -0.326
H -4.51452 -1.39006 -1.80690 0.01 -0.23 -0.31 -0.158
H -3.04759 -0.43510 -2.21394 0.03 -0.25 -0.11 0.061
H -3.19647 -1.37654 -0.73036 0.17 0.12 0.47 0.224
C 3.84481 -2.88045 1.76289 0.19 -0.19 -0.13 0.044
C 3.21482 -2.32246 0.52161 0.56 1.66 -1.29 -0.053
O 3.09743 -1.10098 0.38494 -0.10 -1.49 0.50 -0.101
C 2.93591 -3.23977 -0.64587 -0.32 -0.08 0.41 0.226
H 4.91992 -2.96596 1.60501 0.24 0.43 -0.27 -0.002
H 3.60360 -3.92811 1.94265 -0.65 0.21 0.40 -0.030
H 3.68809 -2.15796 2.56386 -0.09 -0.52 0.23 0.029
H 2.60952 -2.69804 -1.53362 0.20 0.07 0.21 0.007
H 2.15068 -3.94710 -0.37904 -0.09 -0.11 0.08 -0.082
H 3.81609 -3.84554 -0.86131 0.10 0.00 -0.08 0.025
C -3.87498 0.76137 6.77354 -0.47 0.12 -0.51 0.161
C -3.05497 0.06208 5.70199 0.41 -0.91 0.19 -0.109
O -2.07881 -0.58677 6.03915 -0.57 0.47 -0.27 -0.104
C -3.47858 0.14316 4.23763 0.62 -0.32 0.65 0.559
H -4.02187 0.09668 7.62484 0.24 0.06 0.00 0.009
H -4.85434 1.04736 6.38991 -0.05 0.01 -0.04 -0.052
H -3.38304 1.68169 7.08833 0.18 -0.09 0.09 -0.037
H -2.82635 -0.50767 3.65530 0.14 0.18 -0.01 -0.025
H -3.34189 1.18094 3.93360 -0.33 0.03 -0.30 0.041
H -4.49137 -0.22165 4.06656 -0.19 0.40 0.17 -0.224
C 1.00176 3.16317 -3.97991 -0.44 0.30 0.30 0.032
C 0.92309 3.06491 -2.45042 0.35 0.92 0.35 -0.121
O 1.83622 2.60894 -1.80051 -0.14 -0.13 -0.18 0.020
C -0.32203 3.64954 -1.75908 0.77 -0.77 -0.72 0.044
H 0.52940 2.28847 -4.42698 0.04 -0.11 -0.01 0.007
H 2.01480 3.27766 -4.36557 0.05 -0.28 0.34 -0.001
H 0.43824 4.03290 -4.31770 -0.15 0.00 0.00 -0.011
H -0.25428 3.49590 -0.68209 -0.11 -0.08 -0.20 0.089
H -1.13468 3.07055 -2.19780 -0.43 0.19 0.28 -0.004
H -0.44369 4.70664 -1.99537 -0.02 -0.02 -0.12 -0.032
```
Positions in Å, forces in eV/Å.

- HOMO level (alpha / beta): 0.354 / -7.086 eV
- Electronic energy: -52555.9525 eV
- Spin multiplicity: 2
- <S²>: 0.75
- Net charge: -1
- Strongest force on any atom: 3.69 eV/A

No. 2
# C30H60O46S11

A cluster of 13 separate species, C30H60O46S11 in total in a non-equilibrium geometry (ωB97M-V with the def2-TZVPD basis set, the Open Molecules 2025 dataset).

Geometry as XYZ:
```
147
Properties=species:S:1:pos:R:3:forces:R:3:mulliken_charge:R:1
C -5.94986 1.98085 2.11471 0.26 0.65 0.62 -0.641
C -5.54292 0.53586 1.87862 0.86 -0.17 -0.31 -0.219
C -4.28119 0.71760 0.98287 -1.19 0.38 -0.12 0.812
O -4.74221 1.75392 0.12004 0.37 0.43 -1.12 -0.368
C -5.34243 2.75847 0.92127 -0.38 -0.27 0.44 -0.427
H -5.51597 2.32655 3.05548 -0.04 0.10 -0.01 0.203
H -7.02651 2.12265 2.19290 0.00 -0.09 -0.06 0.403
H -6.32901 0.05548 1.29559 0.22 -0.29 -0.08 0.412
H -5.36370 -0.02780 2.79037 -0.11 0.04 -0.17 -0.054
H -4.02134 -0.12688 0.34577 -0.08 -0.11 0.14 -0.267
H -3.37556 1.09002 1.47168 -0.13 -0.26 0.56 -0.532
H -6.11266 3.29385 0.36536 0.06 -0.24 -0.33 0.394
H -4.60891 3.51401 1.21869 0.16 -0.13 0.20 0.186
C -4.64213 -3.97349 -2.17968 0.35 1.01 0.43 -0.677
C -4.65433 -2.63791 -1.39829 -0.37 0.81 0.56 -0.465
C -3.33822 -1.92853 -1.68605 1.81 -1.10 -0.62 -0.394
O -2.85599 -2.56633 -2.90303 -0.48 -0.03 -0.64 -0.099
C -3.26280 -3.92864 -2.85290 -0.19 -0.48 -0.27 -0.288
H -5.46921 -3.99639 -2.88563 0.10 -0.19 -0.08 0.213
H -4.74313 -4.76605 -1.44176 0.03 -0.30 -0.35 0.311
H -4.84351 -2.84545 -0.34519 0.26 0.25 0.09 0.285
H -5.41505 -1.91701 -1.70199 -0.36 -0.45 -0.18 0.358
H -2.47234 -2.10952 -1.03866 -0.64 -0.02 0.94 0.030
H -3.34888 -0.85293 -1.85996 -0.48 -0.04 -0.13 0.379
H -2.52761 -4.55428 -2.33848 0.01 0.24 0.46 0.138
H -3.29882 -4.35900 -3.85628 -0.01 0.43 -0.23 0.338
C 0.27129 -5.11711 -4.32515 0.76 0.46 -0.41 -0.504
C 0.91801 -6.02267 -3.30487 -1.80 -0.92 0.39 -0.444
O 1.39200 -5.17270 -2.28190 0.50 1.98 0.83 -0.302
S 0.59906 -3.73360 -2.21005 -1.82 -0.25 -0.76 0.747
O 1.44197 -2.60004 -2.46315 0.17 -1.24 0.30 -0.286
O -0.32968 -3.63895 -1.10907 1.38 -0.63 -1.27 -0.551
O -0.27184 -4.02976 -3.58103 0.48 0.25 1.28 -0.091
H -0.55803 -5.56550 -4.86519 0.17 -0.12 -0.07 0.383
H 1.04934 -4.72486 -4.98520 -0.23 0.01 -0.31 0.229
H 1.68206 -6.70814 -3.66203 0.32 0.47 -0.07 0.384
H 0.12947 -6.63576 -2.85591 0.09 -0.13 0.02 0.287
C 0.23261 4.85951 2.56973 -2.08 -0.02 -0.44 0.146
C 1.49954 4.06944 2.62616 0.71 0.15 0.15 1.267
O 2.53993 5.02490 2.39877 0.88 1.19 -0.60 -0.263
S 1.99605 6.49578 1.96578 -0.33 -0.90 0.70 0.878
O 1.89342 6.55313 0.53528 -0.32 -0.19 0.82 -0.442
O 2.66582 7.55455 2.65318 -0.44 -1.05 -0.34 -0.638
O 0.56441 6.22735 2.68720 1.04 1.33 -0.17 -0.470
H -0.44292 4.58192 3.37835 0.10 0.26 0.11 0.373
H -0.36770 4.78833 1.65950 0.34 -0.51 -0.16 -0.150
H 1.54819 3.27585 1.88561 0.08 0.02 0.08 -0.935
H 1.68971 3.69002 3.62843 -0.11 -0.17 -0.10 0.130
C 2.17430 3.47875 -1.02066 -0.15 -0.92 0.18 1.763
C 2.43015 4.61163 -1.98066 -1.50 0.72 1.11 -0.196
O 3.84990 4.60582 -2.14205 0.62 0.08 -0.36 -0.461
S 4.58635 4.27440 -0.73975 -0.29 -1.21 0.91 1.114
O 4.77367 5.42871 0.10823 0.03 -1.54 -1.55 -0.545
O 5.68086 3.33961 -1.02015 -2.10 1.93 0.45 -0.607
O 3.27681 3.44588 -0.13627 2.17 0.83 0.32 -0.198
H 2.19411 2.49406 -1.49517 -0.35 0.20 -0.36 -1.302
H 1.27611 3.56993 -0.41060 -0.06 0.26 -0.22 -0.313
H 2.07566 5.55959 -1.57118 0.48 0.04 0.36 0.293
H 1.77417 4.51928 -2.84693 1.03 -0.36 -0.74 0.379
C 4.45290 -4.88115 -0.59202 1.07 0.75 1.13 -0.548
C 4.48600 -3.35037 -0.78766 0.01 -0.21 -0.64 -0.091
O 3.53578 -2.81858 0.13220 -1.14 -0.21 1.83 -0.004
S 2.93160 -3.99363 1.12758 -0.11 0.37 -1.50 1.047
O 1.51238 -3.76008 1.34908 2.71 -0.45 -0.48 -0.354
O 3.83716 -4.26421 2.21616 -0.91 0.54 -0.85 -0.605
O 3.18502 -5.09689 -0.03104 -2.11 -0.47 1.16 -0.350
H 5.15148 -5.16660 0.20105 0.43 -0.22 -0.55 0.322
H 4.55660 -5.46924 -1.49792 -0.05 0.08 0.05 0.325
H 4.12906 -3.12694 -1.79329 0.05 0.36 0.12 -0.087
H 5.42582 -2.84843 -0.56819 0.18 -0.35 -0.26 0.437
C 4.57871 -0.26631 3.21480 -0.05 -0.77 0.35 -0.589
C 4.53403 1.04484 2.47718 1.62 -0.16 -0.85 -0.042
O 3.50361 1.83469 2.98625 -2.09 -0.36 1.76 -0.292
S 2.76441 0.99928 4.29988 1.74 1.05 -1.44 1.211
O 1.33795 1.12262 4.37157 1.32 -0.34 -0.76 -0.452
O 3.56668 1.36204 5.42601 -0.56 -0.63 -0.36 -0.670
O 3.20950 -0.42415 3.66709 -0.53 0.04 0.93 -0.057
H 5.27109 -0.34305 4.05298 -0.24 0.46 0.24 0.294
H 4.85096 -1.09318 2.56085 -0.52 -0.06 -0.10 0.207
H 4.41353 0.82586 1.41297 -0.51 0.36 -0.01 -0.018
H 5.50603 1.53550 2.57158 -0.18 0.29 0.11 0.486
C -2.16621 3.21399 -1.56344 -0.61 0.52 0.66 0.260
C -3.08672 4.03030 -2.49293 -0.48 -0.08 -0.48 -0.218
O -2.67188 5.40648 -2.44256 1.12 0.22 1.10 -0.408
S -1.59331 5.59741 -1.24138 -0.87 0.07 0.21 1.079
O -2.24033 5.77771 0.03339 0.33 -0.09 -1.22 -0.574
O -0.59755 6.51190 -1.68177 -0.19 -0.59 0.13 -0.596
O -1.06964 4.08696 -1.29553 1.08 0.76 -0.27 0.093
H -1.74549 2.31270 -1.99909 -0.25 -0.02 -0.04 -0.156
H -2.65715 3.04776 -0.60388 -0.07 -0.51 -0.18 -0.123
H -4.13157 4.04436 -2.18625 0.07 -0.52 0.05 0.287
H -2.99006 3.71255 -3.53068 -0.06 0.04 0.04 0.220
C 2.79989 1.96726 -4.51234 -0.32 -0.43 -1.01 -0.360
C 4.31373 2.03804 -4.67315 -0.36 0.91 -0.77 -0.335
O 4.82481 0.86176 -4.07839 -0.22 -1.63 1.04 -0.420
S 3.66148 -0.07579 -3.36771 0.29 0.89 -1.76 1.358
O 4.07507 -0.48323 -2.05200 -0.58 0.90 -1.14 -0.563
O 3.19742 -1.07765 -4.29532 0.68 0.84 0.85 -0.631
O 2.59398 1.13628 -3.38527 0.08 -1.02 2.04 -0.351
H 2.30282 1.44858 -5.33536 0.26 0.21 -0.26 0.305
H 2.29520 2.92077 -4.38011 0.19 -0.03 0.34 0.292
H 4.74470 2.94141 -4.24041 0.04 -0.31 0.59 0.255
H 4.57203 2.08574 -5.73183 0.03 -0.39 0.00 0.328
C -1.40653 -1.37549 -5.83666 -1.12 0.63 1.31 -0.393
C -0.31681 -1.17724 -4.81525 -0.29 -1.17 1.32 0.935
O 0.09117 0.16122 -4.85985 0.71 1.89 -0.76 -0.060
S -0.81375 1.02358 -5.87268 -0.89 -0.81 0.62 1.005
O -0.06285 1.93848 -6.67013 -0.18 -0.91 0.51 -0.590
O -1.92611 1.51610 -5.09049 0.87 -0.55 -1.06 -0.530
O -1.21094 -0.29225 -6.75980 0.22 0.71 -0.52 -0.492
H -2.38763 -1.19918 -5.38997 0.04 -0.16 0.16 0.279
H -1.40626 -2.42052 -6.13979 0.23 0.43 -1.27 0.411
H 0.52901 -1.84588 -4.97419 0.19 0.37 -0.01 0.236
H -0.73828 -1.33785 -3.82039 0.15 -0.34 -0.08 -0.719
C 0.29648 0.09038 -0.86475 1.32 -0.32 -1.23 1.469
C 1.43064 -0.11747 0.14238 -0.41 -0.71 -1.15 0.012
O 1.11766 0.91056 1.09284 -0.27 -0.68 1.20 -0.158
S -0.45360 0.80285 1.44460 -0.90 1.86 -0.01 0.918
O -0.90907 2.17923 1.70493 0.88 -3.05 -0.55 -0.593
O -0.80542 -0.25134 2.38338 0.81 1.46 -1.85 -0.257
O -0.85004 0.37929 -0.11044 -0.81 0.37 2.10 0.235
H 0.10746 -0.77124 -1.50205 -0.05 -0.22 0.33 -1.127
H 0.54983 0.90450 -1.55107 -0.24 0.29 0.24 -0.083
H 2.43170 -0.01210 -0.26997 -0.08 0.66 0.04 0.409
H 1.40531 -1.15150 0.49544 -0.28 0.23 0.79 -0.459
C -2.68907 -0.86641 4.87304 0.55 -1.21 -0.23 0.290
C -3.05132 -1.74140 6.13568 0.24 0.02 -2.32 -0.115
O -4.24089 -1.17328 6.60563 -1.02 0.71 1.00 -0.401
S -5.06513 -0.29698 5.54846 0.21 -0.55 0.36 1.051
O -5.58767 0.85939 6.21538 0.91 -0.76 -0.82 -0.576
O -5.98313 -1.14559 4.84190 0.75 0.52 0.18 -0.572
O -3.76781 0.00930 4.60954 -1.44 0.93 0.98 -0.260
H -2.65330 -1.51759 3.99820 0.36 -0.07 0.13 0.028
H -1.74793 -0.32228 4.92722 -0.23 0.27 0.21 0.013
H -2.27795 -1.81437 6.89395 -0.21 0.30 0.15 0.306
H -3.26309 -2.72234 5.70652 0.01 -0.22 0.54 0.261
C 1.91756 -3.48838 4.65242 -1.46 -0.66 -1.91 -0.231
C 0.71223 -2.58482 4.42847 1.06 0.87 -1.25 0.458
O -0.36411 -3.38655 4.85570 -0.83 -0.79 1.38 -0.277
S 0.05993 -4.36005 6.13434 -0.33 1.21 -1.11 1.100
O -0.38483 -5.70106 5.88368 0.63 1.31 0.02 -0.570
O -0.30285 -3.69750 7.34845 0.23 -0.50 -0.48 -0.551
O 1.61315 -4.14266 5.86864 0.52 -0.64 1.79 -0.388
H 2.90784 -3.05664 4.55607 -0.05 0.08 0.80 0.235
H 1.80730 -4.26799 3.89392 0.46 0.09 -0.14 0.319
H 0.53582 -2.35574 3.37578 0.11 -0.53 -0.14 -0.264
H 0.83119 -1.56693 4.81501 -0.50 -0.33 1.11 0.079
```
Positions in Å, forces in eV/Å.

- HOMO level: -9.748 eV
- Electronic energy: -245442.9642 eV
- Net charge: 0
- Strongest force on any atom: 3.22 eV/A